{
  "formula": "C47H58AsN10O2PtS2Se",
  "method": "ωB97M-V with the def2-TZVPD basis set",
  "species": ["Pt", "C", "N", "C", "C", "N", "C", "C", "Se", "H", "H", "H", "H", "H", "H", "H", "H", "C", "N", "C", "C", "C", "N", "C", "C", "O", "H", "H", "H", "H", "H", "H", "H", "H", "H", "H", "H", "H", "O", "C", "N", "N", "C", "S", "C", "C", "C", "N", "C", "C", "H", "H", "H", "H", "H", "H", "C", "C", "C", "C", "C", "C", "As", "N", "C", "C", "C", "C", "C", "C", "C", "C", "C", "C", "C", "C", "C", "C", "C", "C", "C", "C", "H", "H", "H", "H", "H", "H", "H", "H", "H", "H", "H", "H", "H", "H", "H", "H", "H", "H", "H", "H", "H", "H", "H", "H", "H", "H", "H", "C", "C", "C", "C", "N", "C", "S", "N", "H", "H", "H", "H", "H"],
  "xyz": [[0.466690, 1.061546, 0.483197], [-1.159248, 4.234052, 3.208849], [-0.402203, 4.915345, 2.164618], [0.215667, 6.130371, 2.320705], [0.717998, 6.481776, 1.112240], [0.403955, 5.474891, 0.238520], [0.746163, 5.471814, -1.183331], [-0.250845, 4.503883, 0.894425], [-1.016661, 2.984925, 0.055327], [-1.389567, 4.965600, 3.978823], [-0.581406, 3.414036, 3.628708], [-2.087910, 3.864123, 2.777143], [0.233700, 6.644013, 3.263988], [1.266194, 7.353504, 0.806458], [1.313246, 6.375922, -1.385790], [-0.163609, 5.461084, -1.779152], [1.360509, 4.603572, -1.408912], [1.801519, -4.749119, 1.164255], [1.036451, -5.026258, -0.038890], [1.032172, -6.404348, -0.496568], [-0.071207, -6.603051, -1.514154], [0.117366, -5.611164, -2.643092], [0.279490, -4.264290, -2.123302], [0.014634, -3.183415, -3.057781], [0.775619, -3.978900, -0.886527], [0.967987, -2.812249, -0.525483], [1.460126, -5.392965, 1.976675], [1.661576, -3.708968, 1.439483], [2.870690, -4.929973, 1.007121], [0.880295, -7.045594, 0.373606], [2.004583, -6.672432, -0.931776], [-1.039705, -6.440664, -1.035860], [-0.052630, -7.620733, -1.902410], [-0.750064, -5.613604, -3.306539], [0.989310, -5.885926, -3.251023], [-1.051770, -3.122930, -3.284222], [0.560598, -3.354861, -3.988930], [0.343100, -2.239902, -2.632669], [-2.165446, -0.171792, -2.548249], [-1.218642, 0.167992, -1.932313], [-0.222952, 0.496993, -1.366734], [-4.232934, -3.804952, 2.578680], [-4.272288, -2.502199, 2.899182], [-5.411140, -1.870530, 3.902611], [-3.193364, -1.650563, 2.279089], [-3.082418, -0.312660, 2.656495], [-2.085517, 0.460909, 2.109128], [-1.197143, -0.031192, 1.239449], [-1.302774, -1.298483, 0.839097], [-2.288173, -2.131735, 1.336905], [-4.933763, -4.410523, 2.973239], [-3.516594, -4.211748, 2.006393], [-3.777216, 0.105741, 3.370230], [-1.967058, 1.500836, 2.385210], [-0.557866, -1.666309, 0.142663], [-2.310583, -3.143024, 0.955770], [2.300515, -0.944686, -7.186728], [2.366756, -0.645300, -5.716743], [2.920366, -1.547423, -4.818508], [2.979279, -1.283313, -3.457134], [3.566112, -2.339140, -2.552498], [2.495396, -0.055131, -2.969878], [2.589624, 0.065395, -1.019510], [2.144532, 1.732892, -0.407510], [2.872251, 2.897685, -0.346277], [2.880495, 3.770977, 0.748480], [3.644058, 4.927568, 0.728275], [4.434557, 5.254265, -0.365182], [4.454164, 4.381549, -1.448371], [3.688909, 3.234610, -1.442128], [4.493291, 0.031371, -0.511066], [4.736476, -0.460232, 0.783202], [3.646711, -1.002459, 1.673609], [6.036363, -0.484360, 1.271597], [7.114970, -0.061873, 0.508896], [8.514713, -0.080273, 1.053428], [6.857722, 0.357597, -0.786174], [5.572740, 0.402833, -1.325000], [5.516117, 0.806347, -2.780439], [1.900311, 0.855736, -3.855359], [1.298163, 2.186373, -3.463434], [1.853335, 0.539020, -5.208535], [2.778102, -1.895382, -7.418310], [2.799069, -0.165147, -7.764245], [1.265816, -0.992010, -7.529254], [3.306972, -2.492703, -5.183811], [3.610655, -3.293825, -3.075521], [2.965612, -2.478792, -1.648641], [4.579817, -2.083242, -2.236932], [2.306375, 3.556733, 1.638204], [3.634761, 5.565750, 1.602785], [5.042113, 6.148013, -0.363456], [5.071394, 4.594148, -2.312540], [3.713945, 2.574271, -2.293682], [2.995419, -1.697187, 1.137430], [3.022947, -0.202695, 2.069341], [4.089735, -1.522316, 2.520259], [6.207286, -0.856965, 2.274884], [8.532859, -0.433073, 2.083258], [8.953383, 0.918135, 1.029396], [9.155852, -0.733008, 0.459587], [7.685506, 0.662109, -1.418048], [6.157017, 1.673238, -2.941435], [4.524577, 1.036954, -3.148926], [5.902974, -0.004991, -3.401773], [1.168720, 2.284600, -2.393175], [0.324828, 2.297605, -3.940947], [1.929473, 3.006485, -3.817139], [1.389779, 1.248790, -5.885114], [0.086927, -3.126852, 3.970985], [-0.008457, -1.669304, 4.296911], [-0.708926, -1.201669, 5.405829], [-0.751966, 0.166233, 5.589974], [-0.197969, 1.021723, 4.732414], [0.447112, 0.476660, 3.705824], [1.176535, 1.662491, 2.605356], [0.591610, -0.822260, 3.462272], [-0.027602, -3.742047, 4.861494], [1.041898, -3.336709, 3.499539], [-0.706398, -3.397628, 3.263037], [-1.186286, -1.879859, 6.098324], [-1.270741, 0.602365, 6.435474]],
  "atomic_forces_ev_per_a": [[-0.106, -0.069, -0.427], [-0.087, 0.013, 0.050], [0.137, 0.025, -0.016], [-0.048, -0.068, -0.036], [-0.076, -0.103, -0.062], [0.060, 0.081, 0.023], [0.019, 0.021, 0.021], [-0.266, -0.071, -0.094], [0.306, 0.064, 0.251], [-0.009, -0.015, 0.005], [0.009, -0.056, -0.007], [0.035, -0.011, 0.035], [-0.002, 0.002, 0.033], [0.015, 0.011, -0.022], [0.000, -0.016, -0.006], [0.026, -0.014, -0.003], [-0.011, -0.009, -0.014], [0.042, -0.005, -0.087], [0.000, -0.037, 0.098], [0.014, -0.027, -0.017], [0.021, 0.016, -0.008], [-0.004, -0.052, -0.003], [-0.013, 0.044, 0.079], [0.030, 0.026, -0.037], [0.011, 0.011, -0.131], [-0.040, 0.024, 0.087], [-0.027, -0.019, -0.043], [0.022, -0.019, -0.021], [0.000, 0.001, 0.011], [0.001, 0.000, -0.015], [-0.003, -0.005, 0.013], [-0.008, -0.005, -0.004], [0.000, -0.006, 0.001], [0.011, 0.000, 0.011], [-0.027, 0.003, 0.004], [-0.019, 0.006, -0.008], [0.001, 0.001, 0.004], [-0.016, -0.005, 0.013], [-0.141, -0.104, -0.087], [-0.026, 0.042, -0.003], [0.118, 0.100, -0.062], [-0.086, 0.067, 0.114], [0.077, 0.068, -0.019], [0.086, -0.131, -0.101], [-0.066, 0.031, 0.034], [0.031, -0.162, -0.111], [0.043, 0.089, 0.136], [0.263, 0.234, -0.206], [0.015, -0.136, 0.119], [-0.127, 0.085, 0.083], [0.006, 0.001, -0.011], [0.002, 0.011, -0.017], [0.009, -0.018, -0.005], [0.040, -0.090, -0.029], [-0.007, 0.016, 0.001], [0.005, -0.002, -0.013], [0.007, -0.011, -0.026], [-0.007, 0.029, 0.054], [0.010, 0.028, -0.006], [-0.009, -0.045, 0.051], [0.017, 0.044, 0.045], [-0.213, -0.311, -0.015], [0.193, 0.699, 0.499], [-0.455, -0.342, -0.145], [0.317, 0.207, -0.073], [-0.087, -0.058, -0.005], [0.140, 0.072, -0.100], [-0.059, -0.064, 0.047], [0.057, 0.124, 0.031], [-0.107, -0.041, 0.129], [-0.114, -0.357, 0.035], [-0.028, -0.095, 0.073], [0.049, 0.055, -0.103], [-0.002, 0.026, -0.023], [-0.064, 0.002, -0.043], [0.011, 0.000, 0.003], [-0.015, 0.011, 0.072], [0.057, 0.110, -0.105], [-0.040, 0.012, 0.005], [-0.130, 0.183, 0.138], [0.114, -0.029, -0.002], [0.086, -0.070, -0.013], [0.002, -0.004, -0.007], [-0.001, -0.001, -0.006], [-0.011, 0.004, 0.001], [0.010, -0.009, -0.006], [-0.006, -0.024, -0.003], [0.017, -0.021, -0.051], [0.017, -0.002, -0.018], [-0.013, -0.071, -0.047], [0.029, 0.049, 0.018], [0.012, 0.028, 0.001], [0.017, 0.033, 0.007], [-0.048, 0.008, -0.007], [-0.013, 0.013, 0.039], [-0.075, 0.010, 0.018], [0.005, -0.049, 0.048], [0.008, -0.001, 0.017], [0.002, -0.003, 0.004], [0.002, 0.004, -0.002], [0.009, -0.002, -0.008], [0.013, 0.006, -0.009], [0.014, 0.012, -0.018], [0.074, -0.025, 0.008], [-0.001, -0.016, -0.003], [-0.030, 0.019, 0.005], [-0.049, -0.009, 0.001], [0.009, -0.027, -0.025], [-0.007, 0.022, -0.017], [-0.094, -0.018, 0.040], [-0.090, -0.008, 0.062], [0.063, 0.011, 0.002], [-0.054, -0.055, 0.016], [-0.053, 0.008, 0.147], [-0.047, 0.111, -0.154], [0.181, -0.076, -0.031], [0.014, 0.052, -0.183], [-0.019, -0.017, 0.011], [0.029, -0.001, 0.001], [0.128, 0.038, 0.080], [-0.021, 0.002, 0.005], [0.007, -0.004, 0.037]],
  "total_charge": 1,
  "e_lumo_ha": [-0.1616, -0.1616],
  "homo_energy_ev": [-9.4357, -9.4355],
  "total_energy_ev": -219775.6098,
  "orbital_gap_ev": [5.037, 5.037]
}